Record 1
{"formula": "C5H8O", "method": "ωB97M-V/def2-TZVPD", "gap_ev": 8.697, "spin_multiplicity": 1, "de_lowest_kcal_mol": 135.16, "species": ["C", "C", "C", "C", "C", "O", "H", "H", "H", "H", "H", "H", "H", "H"], "xyz": [[0.599, -2.126, 1.223], [-0.043, 0.018, -0.063], [-1.378, 0.654, -0.380], [-0.434, 1.349, 0.535], [0.987, 0.009, -1.126], [1.805, -0.859, -1.312], [-0.132, -0.847, 0.650], [0.754, -2.658, 0.261], [1.603, -1.685, 1.398], [-1.516, 1.049, -1.383], [-2.253, 0.171, 0.043], [-0.649, 1.355, 1.599], [0.086, 2.232, 0.172], [0.952, 0.910, -1.780]]}

Record 2
{"formula": "C5H8O", "method": "ωB97M-V/def2-TZVPD", "smiles": "C1C[C@H]2OC[C@@H]12", "gap_ev": 10.872, "spin_multiplicity": 1, "de_lowest_kcal_mol": 61.84, "species": ["C", "C", "C", "O", "C", "C", "H", "H", "H", "H", "H", "H", "H", "H"], "xyz": [[-0.881, -0.732, 0.462], [-0.921, -0.518, -1.054], [0.207, 0.442, -0.848], [-0.039, 1.579, 0.053], [0.892, 1.003, 1.013], [0.629, -0.350, 0.397], [-1.411, 0.104, 0.930], [-1.196, -1.669, 0.918], [-1.853, -0.332, -1.605], [-0.376, -1.352, -1.520], [0.879, 0.688, -1.721], [0.699, 1.216, 2.083], [1.895, 1.352, 0.727], [1.351, -1.171, 0.357]]}

Record 3
{"formula": "C5H8O", "method": "ωB97M-V/def2-TZVPD", "smiles": "C1=C2C[C@H]2CO1.[H][H]", "gap_ev": 9.044, "spin_multiplicity": 1, "de_lowest_kcal_mol": 101.66, "species": ["C", "C", "C", "C", "C", "O", "H", "H", "H", "H", "H", "H", "H", "H"], "xyz": [[0.643, -0.583, 0.880], [-0.024, 0.453, 0.347], [0.207, 1.275, -0.861], [-0.583, -0.021, -0.961], [-0.001, -1.411, -1.101], [0.464, -1.766, 0.246], [1.306, -0.625, 1.739], [1.227, 1.316, -1.237], [-0.359, 2.193, -1.015], [-1.654, 0.094, -1.122], [0.864, -1.498, -1.770], [-0.753, -2.148, -1.387], [-0.692, 1.373, 3.514], [-0.703, 1.354, 2.769]]}

Across the entries above, maximum force takes the values 0.6, 1.6, 0.4 eV/A, respectively.
Across the entries above, LUMO energy takes the values -0.4, 1.2, 0.9 eV, respectively.